No. 1
{"formula": "C12H25NO6PW", "method": "wB97M-V/def2-TZVPD", "species": ["H", "P", "C", "H", "H", "C", "H", "W", "H", "C", "C", "H", "H", "H", "O", "C", "O", "C", "H", "O", "H", "C", "C", "H", "H", "H", "H", "H", "H", "H", "H", "C", "H", "O", "O", "O", "H", "H", "N", "H", "C", "H", "H", "H", "C", "C"], "coordinates": [[-2.3312, -0.7471, 3.2961], [0.1195, -1.6249, -0.9192], [-0.4277, 3.7670, 0.8420], [0.7672, -5.2199, -0.1008], [2.2956, 0.4939, -2.9733], [-1.4753, -1.0384, 2.6822], [-1.1572, -2.0259, 3.0184], [0.0616, 0.7426, -0.1003], [-2.1934, -2.1630, -1.1245], [1.3312, 0.0322, -2.7663], [0.4336, -3.0976, 0.0828], [-1.4520, -0.1280, -3.3032], [1.4613, -4.2995, -1.4242], [-0.5068, 4.7703, 0.4157], [-1.7013, 1.8260, 0.2283], [2.7346, 1.9941, 0.3265], [1.8550, 0.8713, 0.0508], [0.6016, -4.3694, -0.7590], [-1.3849, -2.4669, -2.6455], [0.5556, 2.9790, 0.1767], [-3.6174, 3.1564, 0.7836], [-1.4581, -1.7538, -1.8223], [-0.3781, -0.0443, 2.8652], [-0.2345, 3.8471, 1.9182], [2.4076, -1.4078, -1.5309], [1.5162, -2.1277, -2.8624], [-1.7960, -1.0858, 1.6432], [2.1090, 3.7639, 1.3490], [0.7460, 0.0028, -3.6819], [-0.2881, -4.5809, -1.3518], [-0.0768, -0.5159, 4.8098], [1.4784, -1.3454, -2.1021], [-2.9728, -0.2973, -2.4309], [-0.0100, 0.7531, 1.9221], [-2.7850, 3.6566, 0.9040], [3.8721, 1.8138, 0.4792], [-0.4035, -3.2020, 0.7781], [2.2979, 3.9517, -0.4134], [0.2022, 0.0625, 4.0270], [0.8025, 0.8349, -2.1605], [1.9380, 3.2922, 0.3793], [1.3331, -2.8958, 0.6717], [-1.6171, 0.4707, -1.6567], [0.9549, 0.7220, 4.1799], [-1.8900, -0.3769, -2.3406], [-1.7180, 3.0103, 0.6401]], "total_charge": 3, "e_lumo_ha": [-0.418, -0.417], "energy_ha": -1385.87147, "homo_lumo_gap_ev": [7.668, 7.661]}


No. 2
{"formula": "C12H26AuBN2O2P2", "method": "wB97M-V/def2-TZVPD", "species": ["H", "C", "O", "H", "H", "H", "P", "H", "H", "H", "C", "C", "H", "N", "N", "H", "H", "H", "P", "H", "H", "C", "H", "O", "H", "H", "H", "H", "Au", "H", "H", "H", "C", "C", "H", "H", "C", "C", "C", "H", "B", "H", "H", "C", "C", "C"], "coordinates": [[2.7744, -0.4562, -1.6207], [-2.5459, -0.8990, -1.3830], [-0.8841, 4.9561, -0.3637], [-3.2706, -0.5578, -2.1403], [1.7983, -2.3268, 2.5525], [-1.3050, 5.8435, -0.3518], [-2.0891, 0.5218, -0.2975], [-1.2105, 1.8122, -2.1346], [-1.0049, 0.5778, 6.0624], [1.4788, 4.0040, -1.6765], [1.0290, -2.5098, -3.0512], [-1.2955, -1.4689, -2.0274], [3.4724, 0.8829, 0.6237], [-0.1317, -1.1460, -1.4635], [0.2889, 0.4661, 3.0069], [-3.0808, -1.6805, -0.8093], [1.9894, -2.9101, -3.3744], [-3.1816, 1.6434, 1.4949], [1.9221, -0.9591, 0.6149], [1.0157, 0.5553, 6.2582], [2.8596, -3.0571, 1.3187], [-2.0162, 1.9461, -1.4044], [-0.1990, -3.5045, -4.5362], [1.8121, 3.2226, -2.1686], [-2.3446, -2.5262, -3.5645], [4.2397, -0.6628, 1.1294], [-0.8761, 4.6999, 0.5803], [-4.3737, 0.8545, 0.4023], [-0.0863, 0.1741, 0.7693], [2.3933, 3.6173, -2.8498], [-3.4470, -0.1248, 1.5921], [0.0094, -1.1564, 5.8053], [1.0014, -1.6759, -1.9228], [-3.4111, 0.7403, 0.9151], [-2.9715, 2.0294, -1.9299], [3.0037, -2.1542, -1.2200], [3.3474, -0.0320, 1.2163], [0.1869, 0.3285, 4.1666], [1.9118, -2.5408, 1.4881], [3.1579, 0.2236, 2.2641], [0.0473, 0.0733, 5.6819], [-1.8244, 2.8625, -0.8405], [1.0876, -3.1746, 1.1496], [-0.1829, -2.8509, -3.6644], [2.2700, -1.3357, -1.1618], [-1.3645, -2.3250, -3.1359]], "total_charge": 2, "e_lumo_ha": [-0.217, -0.410], "s2": 2.0229, "energy_ha": -1575.43134, "spin_multiplicity": 3, "homo_lumo_gap_ev": [9.472, 4.053], "relative_energy_ev": 0.000}


No. 3
{"formula": "C12H26BBrNO16P3", "method": "wB97M-V/def2-TZVPD", "species": ["H", "H", "P", "P", "O", "H", "H", "C", "H", "Br", "H", "O", "O", "P", "C", "C", "C", "H", "H", "O", "H", "H", "C", "C", "O", "H", "H", "O", "C", "N", "H", "H", "H", "H", "O", "C", "C", "H", "O", "O", "H", "O", "O", "O", "H", "H", "C", "H", "H", "H", "O", "H", "C", "C", "O", "B", "O", "O", "H", "H"], "coordinates": [[4.8288, -8.0361, -1.6020], [4.3568, 0.0210, -0.4070], [5.1888, -5.2436, -0.4138], [2.3397, 1.6275, -2.3354], [2.7419, -0.0592, -2.4934], [-0.7332, 1.7515, 1.0735], [-7.7174, 0.6396, 1.9427], [4.5929, -3.2122, 1.0362], [-7.1283, 2.3068, -1.2923], [3.7104, 2.9201, -3.6803], [-8.9669, 0.8726, 3.1876], [-7.7111, 3.3953, 0.3376], [-6.6567, 4.6993, 2.2100], [-6.8439, 3.1935, 1.6778], [-2.1893, -0.6737, -1.6146], [-5.4583, 5.0188, 2.8858], [2.6597, 2.2620, -0.5219], [-7.4862, 4.0237, -1.5960], [5.6042, -2.8472, 1.2351], [3.7453, -0.1482, 0.3739], [1.9121, -0.5488, -2.7921], [4.4158, -8.6004, 0.0326], [0.2876, 2.8486, -0.6456], [7.2958, -4.4853, -1.7021], [-0.2654, 3.5700, -1.6605], [-2.6191, 2.6674, -0.9393], [1.4747, 0.1518, 1.7345], [4.3803, -4.9428, -1.6403], [-8.4826, 1.3256, 2.3179], [3.9215, 3.1377, -0.6428], [-4.7087, 5.3277, 2.1530], [-5.6483, 5.8504, 3.5690], [7.1796, -3.4337, -1.9788], [3.4687, -7.2914, -0.7076], [6.6996, -4.6907, -0.4391], [-7.0286, 3.3211, -0.8959], [4.7597, 2.9094, 0.4322], [-9.2370, 1.4936, 1.5445], [-7.9089, 2.5596, 2.7020], [1.5909, 3.2051, -0.0644], [4.2163, -2.7668, 0.1106], [5.3863, -6.8013, -0.0667], [-1.1372, -1.4533, -1.9809], [-2.1203, 0.7591, -1.9903], [-0.0600, 0.6028, -0.2614], [-5.0841, 4.1683, 3.4643], [-2.1725, 1.5869, -0.7729], [8.3603, -4.7200, -1.6329], [6.8466, -5.1189, -2.4724], [3.9427, -2.9115, 1.8626], [4.6027, -4.6235, 0.9490], [-3.1189, -1.0851, -1.0251], [4.4701, -7.7241, -0.6180], [-0.6745, 1.5908, -0.1076], [5.8367, 2.5511, 1.1764], [2.8365, 1.0040, 0.5315], [-5.5847, 2.3974, 1.5073], [1.9512, 1.0505, 1.7490], [-2.8934, 1.0361, -0.0123], [-5.9689, 3.5711, -0.7907]], "total_charge": 0, "e_lumo_ha": -0.030, "energy_ha": -5354.38696, "homo_lumo_gap_ev": 8.374}


No. 4
{"formula": "C12H26BCsF4N5O4", "method": "wB97M-V/def2-TZVPD", "species": ["H", "N", "C", "C", "H", "F", "H", "H", "H", "N", "H", "H", "C", "F", "C", "O", "H", "H", "C", "H", "H", "F", "O", "F", "H", "C", "C", "H", "H", "C", "H", "C", "N", "H", "B", "H", "C", "H", "O", "H", "H", "C", "H", "C", "H", "H", "H", "H", "N", "H", "O", "Cs", "N"], "coordinates": [[0.3863, 3.6965, 2.3250], [-0.5511, -0.3791, -2.0040], [-1.8098, -1.1449, -4.4009], [0.5222, 0.4325, -2.5779], [2.5243, -0.5036, 5.6349], [-3.0794, 3.6577, 0.7485], [-0.6736, 0.9579, 5.7698], [-0.9444, 4.2641, 3.3686], [0.4922, -2.1767, -2.2379], [-0.5328, -1.7551, -4.0155], [1.4267, 2.5710, 4.2358], [-0.9036, 1.0426, -5.5211], [-0.5875, 3.4289, 2.7551], [-1.3488, 2.9346, -0.5882], [2.1310, -0.2317, 4.6478], [0.7272, -0.0314, 4.7155], [-1.3020, 3.2479, 1.9528], [1.2000, -4.4547, -0.9231], [1.9913, -4.1058, 0.9325], [-1.8802, -1.1374, -5.4930], [0.1273, 3.2408, 5.2370], [-3.5285, 2.7941, -1.3402], [3.3974, -2.9352, 2.4623], [-2.7755, 1.4079, 0.3506], [-0.9291, 2.0329, -4.0423], [0.5428, -0.9067, -4.5349], [0.3549, 1.1176, 5.4392], [1.2872, -4.7557, 1.4600], [2.6501, 0.6698, 4.3026], [2.3076, -2.9257, 1.8780], [1.4875, 0.0151, -2.2742], [-1.8304, 0.2041, -2.4415], [1.3523, -3.6639, -0.3086], [1.5031, -1.3346, -4.2340], [-2.7041, 2.7105, -0.2123], [2.9191, -4.6662, 0.7765], [0.4084, 2.3832, 4.6067], [0.4342, 1.4496, -2.1898], [1.3944, -2.0524, 1.9845], [-1.9013, 1.2201, -2.0735], [2.3117, -1.0367, 3.9376], [-0.4524, -1.7327, -2.5496], [-2.6243, -1.7542, -4.0013], [-0.8419, 1.0160, -4.4291], [-1.2616, -2.3407, -2.1384], [1.9805, -3.0357, -0.7975], [0.4899, -0.8983, -5.6272], [-2.6525, -0.3750, -2.0166], [0.4667, 0.4701, -4.0457], [0.9865, 1.2374, 6.3310], [-0.4854, 2.2478, 3.5311], [-0.2545, -0.3346, 1.5400], [-1.9480, 0.2179, -3.9048]], "total_charge": -1, "e_lumo_ha": 0.080, "energy_ha": -1492.36897, "homo_lumo_gap_ev": 8.116, "relative_energy_ev": 0.825}


No. 5
{"formula": "C12H26BF2N3O9STa", "method": "wB97M-V/def2-TZVPD", "species": ["C", "H", "H", "N", "O", "F", "H", "N", "O", "H", "O", "C", "H", "H", "H", "H", "H", "O", "C", "O", "Ta", "H", "C", "H", "H", "F", "O", "C", "C", "H", "H", "C", "O", "C", "O", "H", "B", "H", "H", "H", "O", "H", "H", "H", "N", "C", "H", "H", "C", "H", "H", "C", "H", "S", "C"], "coordinates": [[-0.1998, -4.2649, 0.9360], [-0.5658, 4.8071, -2.5422], [1.2386, -3.4899, 2.3309], [0.1938, -5.5712, 0.8300], [-0.0204, -1.6081, -1.6387], [0.2023, 3.6867, 0.6234], [0.7640, 0.8297, 5.4267], [1.1789, 2.4622, -1.0666], [-0.4030, -3.2250, 5.2202], [-1.1491, -1.5800, 7.7511], [2.3645, 0.6483, -0.2428], [-0.9566, 4.9999, -6.3514], [-0.0628, -5.9989, -0.0453], [1.8671, -6.7110, 1.4064], [-1.9772, 4.0147, -3.2132], [0.7719, 2.6816, -6.2966], [-2.0349, -0.8629, 6.3968], [-1.5132, 5.9941, -6.0018], [-0.4083, -2.1538, 5.8030], [0.7391, 0.2468, -2.9497], [-0.2160, 1.9969, -2.7442], [1.6684, 0.1291, 6.7741], [-1.5265, -1.7627, 6.7442], [-0.0883, 0.2664, 6.8640], [1.9639, 2.3461, -4.3567], [0.5162, 1.2496, 0.7881], [-0.8005, -3.7205, 0.0320], [1.4414, 1.3946, -0.1960], [0.6768, 3.4915, -5.5684], [-0.8993, -1.7734, -1.2949], [1.1098, -5.7597, 2.6859], [0.1549, -3.5302, 2.2066], [-0.6981, -1.3981, -3.9350], [0.9114, -6.3597, 1.8033], [1.4090, 4.7440, -0.8636], [0.3339, -7.2345, 2.1126], [0.0217, -0.9092, -2.8206], [1.2830, 4.3283, -5.9314], [-0.2782, -3.9948, 3.0911], [-0.6360, 4.8487, -7.4006], [-0.7056, 3.9571, -5.5661], [1.5146, 3.9133, -3.6517], [-1.7507, 4.0059, -1.4616], [-1.2550, 1.6353, -4.1657], [0.5928, -1.2559, 5.6135], [0.9704, 3.7060, -0.4915], [-3.0905, 1.2195, -2.1253], [1.2983, -1.5691, 4.9646], [-1.2263, 3.9461, -2.4179], [-2.2359, -2.5838, 6.7716], [-0.2269, -2.5181, 2.1108], [1.1343, 3.0434, -4.1981], [-0.1116, -1.7782, -4.5886], [-2.0281, 0.9613, -1.3592], [0.7436, 0.0589, 6.1984]], "total_charge": -1, "e_lumo_ha": 0.084, "energy_ha": -1994.31270, "homo_lumo_gap_ev": 7.963, "relative_energy_ev": 0.000}


Q: Number 1 is which compound?
A: C12H25NO6PW


Q: Which formula does entry 4 have?
A: C12H26BCsF4N5O4